Here is BrH4O3V as an isolated structure from the OMol25 dataset. Energies are from ωB97M-V/def2-TZVPD.

Summary:
Kohn-Sham gap (spin up / spin down) = 6.43 / 4.89 eV
Relative energy (zero: lowest compared OMol25 entry of this formula, charge and spin) = 2.047 eV
E_LUMO (spin up / spin down) = -8.0 / -9.5 eV
Charge = +1
Total energy = -3745.69016 a.u.
2S+1 = 2
Expectation value of S² = 0.869

Each line ends with the Mulliken spin population.
Cartesian coordinates (Å):
O -0.763 -4.055 -0.332  -0.23
V 0.315 -3.189 0.562  0.64
Br -0.819 -0.727 -0.314  0.57
O -0.125 1.589 2.278  0.00
H -0.641 1.150 1.602  0.00
H 0.425 0.898 2.647  0.00
O 0.358 1.585 -2.465  0.02
H 0.122 0.810 -1.954  0.00
H 1.129 1.939 -2.023  0.00